Below is one molecule with the formula C4HNO2 at a distorted geometry, with properties calculated with ωB97M-V/def2-TZVPD.

Geometry (Å):
1 O -0.542 -3.285 0.441
2 O 0.935 -0.055 -1.741
3 N -0.110 -1.044 0.098
4 C 0.437 -0.027 -0.634
5 C -0.164 2.276 0.582
6 C -0.251 -2.235 0.102
7 C 0.281 1.243 0.113
8 H -0.587 3.127 1.038

Its spin multiplicity is 1. As for the largest force on an atom: 2.6 eV Å⁻¹. Its SMILES is C#CC(=O)N=C=O. Its total charge is 0. The molar mass comes out at 95.1 g/mol. The value obtained for the highest occupied orbital energy is -0.3971 Eh.